1.
This record from the Open Molecules 2025 dataset describes 13 unconnected molecules or ions with the total composition C5H39N3O12 at a distorted geometry. The level of theory is wB97M-V/def2-TZVPD.

Geometry as ORCA input:
```
! wB97M-V def2-TZVPD RIJCOSX def2/J DEFGRID3
* xyz 0 1
C 0.16 0.89 -3.24
N 1.06 -0.24 -3.49
C 0.38 -1.37 -4.26
C 0.59 -2.83 -3.54
C -0.41 -2.99 -2.41
N 0.21 -3.23 -1.03
C -0.53 0.94 -1.85
N -1.83 0.42 -1.63
H 0.88 1.72 -3.19
H -0.48 1.30 -4.02
H 1.47 -0.51 -2.59
H -0.72 -1.24 -4.36
H 0.80 -1.40 -5.26
H 0.44 -3.52 -4.34
H 1.64 -2.65 -3.27
H -1.02 -3.94 -2.55
H -1.05 -2.13 -2.22
H 0.76 -4.09 -1.09
H 0.91 -2.53 -0.81
H 0.15 0.53 -1.07
H -0.46 2.00 -1.66
H -2.51 0.88 -2.24
H -1.92 -0.56 -1.87
H -4.02 -2.86 1.93
H -3.14 -1.64 1.69
O -3.77 -2.22 1.25
H 0.07 -1.69 1.06
H -0.55 -0.54 0.30
O -0.05 -0.72 1.11
H 4.65 -0.20 -0.93
H 3.45 -0.83 -0.45
O 3.70 -0.05 -0.94
H 0.77 2.99 -0.60
H 1.09 3.71 0.80
O 0.51 3.06 0.32
H -3.37 -3.84 -0.04
H -2.02 -3.44 0.63
O -2.45 -3.63 -0.19
H 0.54 1.37 5.06
H 1.10 1.15 3.65
O 1.32 1.51 4.50
H -1.41 1.05 0.20
H -0.89 2.24 0.84
O -1.56 1.53 1.04
H -3.66 1.78 1.95
H -3.18 2.85 2.93
O -3.79 2.10 2.85
H -0.70 0.20 2.54
H -1.91 0.96 3.00
O -1.14 0.51 3.34
H 2.23 1.84 1.53
H 3.10 1.53 0.34
O 3.04 2.14 1.08
H 1.55 -1.12 1.12
H 2.80 -0.17 1.58
O 2.53 -1.01 1.17
H 2.19 3.53 2.96
H 2.80 4.00 1.67
O 1.99 4.06 2.18
*
```

Values from the calculation:
energy = -34856.0118 eV
HOMO-LUMO gap = 9.1 eV
strongest force on any atom = 0.080 hartree/bohr
ΔE to the lowest compared entry with this formula, charge and spin = 100.51 kcal/mol

Charges computed using Mulliken, reported in e: C -1.28; N -0.20; C -0.65; C -0.79; C 0.30; N -0.43; C -0.38; N -0.39; H 0.42; H 0.51; H 0.08; H 0.28; H 0.44; H 0.39; H 0.31; H 0.48; H -0.69; H 0.24; H 0.09; H 0.24; H 0.60; H 0.31; H 0.21; H 0.33; H 0.31; O -0.65; H 0.38; H 0.26; O -0.29; H 0.27; H 0.33; O -0.59; H 0.24; H 0.32; O -0.54; H 0.28; H 0.28; O -0.54; H 0.31; H 0.36; O -0.66; H -0.07; H 0.44; O -0.53; H 0.32; H 0.33; O -0.67; H 0.36; H 0.32; O -0.71; H 0.28; H 0.35; O -0.66; H 0.35; H 0.25; O -0.80; H 0.33; H 0.35; O -0.72

***

2.
This record from the Open Molecules 2025 dataset describes a molecular structure, F12H16N6Na2O32S12 at a distorted geometry. The level of theory is wB97M-V/def2-TZVPD.

Geometry as ORCA input:
```
! wB97M-V def2-TZVPD RIJCOSX def2/J DEFGRID3
* xyz -4 1
Na -0.72 -2.76 1.92
Na 0.81 -0.30 3.06
N 5.82 -1.07 -0.67
S 7.50 -1.40 -0.68
O 7.99 -2.63 -1.25
O 8.17 -0.83 0.46
F 7.85 -0.32 -1.85
S 5.33 -2.51 -0.44
O 5.71 -3.10 0.82
O 5.10 -3.36 -1.58
F 3.79 -2.13 -0.11
N 2.66 -3.22 -4.56
S 2.80 -2.26 -5.99
O 3.93 -1.39 -6.10
O 1.57 -1.86 -6.64
F 3.15 -3.50 -6.98
S 2.29 -2.01 -3.68
O 0.91 -1.60 -3.66
O 3.31 -1.05 -3.36
F 2.21 -2.84 -2.29
N 2.61 5.30 0.84
S 1.09 4.90 0.26
O 0.92 4.21 -0.97
O 0.08 5.83 0.64
F 0.85 3.72 1.36
S 3.07 6.02 -0.43
O 2.34 7.23 -0.73
O 3.56 5.15 -1.48
F 4.45 6.63 0.20
N -0.55 -0.41 1.13
S -2.01 0.45 0.86
O -3.23 -0.25 0.56
O -1.86 1.77 0.35
F -2.22 0.70 2.44
S -0.17 -0.28 -0.40
O 0.70 0.81 -0.73
O -1.08 -0.77 -1.41
F 0.87 -1.51 -0.40
N -3.47 1.97 7.07
S -3.07 3.44 7.50
O -4.10 4.41 7.24
O -1.68 3.82 7.45
F -3.24 3.17 9.08
S -2.98 2.09 5.49
O -1.58 1.84 5.31
O -3.71 3.03 4.69
F -3.62 0.66 5.06
N -2.56 -5.47 -1.52
S -2.02 -6.71 -0.71
O -1.62 -6.44 0.63
O -1.37 -7.77 -1.44
F -3.46 -7.44 -0.48
S -1.11 -4.68 -1.66
O -0.11 -5.24 -2.50
O -0.76 -3.87 -0.50
F -1.72 -3.55 -2.61
O 2.66 3.17 -3.29
H 3.12 3.94 -2.93
H 1.78 3.23 -2.91
O -3.34 -3.22 1.34
H -3.70 -2.94 0.48
H -3.91 -2.80 2.00
O -4.69 2.05 1.92
H -4.05 1.32 1.90
H -5.54 1.63 2.05
O -4.08 -2.06 -1.27
H -3.87 -1.27 -0.74
H -3.91 -1.80 -2.18
O -4.83 -1.70 3.15
H -4.04 -1.15 3.29
H -5.55 -1.15 3.47
O -3.00 4.33 0.01
H -3.73 3.85 -0.39
H -2.43 3.63 0.36
O 3.79 2.42 -0.48
H 2.87 2.12 -0.45
H 3.72 3.39 -0.55
O -1.62 0.02 -4.18
H -1.64 0.92 -3.83
H -1.41 -0.52 -3.40
*
```

Values from the calculation:
energy = -246180.8802 eV
HOMO-LUMO gap = 4.4 eV
strongest force on any atom = 0.196 hartree/bohr

Charges computed using Mulliken, reported in e: Na 0.88; Na 1.07; N -0.11; S 1.00; O -0.56; O -0.62; F -0.30; S 1.00; O -0.68; O -0.53; F -0.19; N -0.29; S 1.11; O -0.58; O -0.62; F -0.31; S 0.93; O -0.40; O -0.56; F -0.31; N -0.32; S 0.97; O -0.42; O -0.56; F -0.25; S 1.06; O -0.61; O -0.64; F -0.35; N -0.35; S 0.63; O -0.59; O -0.48; F -0.23; S 0.42; O -0.38; O -0.05; F -0.19; N -0.35; S 1.11; O -0.61; O -0.59; F -0.32; S 1.11; O -0.55; O -0.50; F -0.25; N -0.28; S 1.08; O -0.63; O -0.63; F -0.35; S 0.91; O -0.51; O -0.21; F -0.28; O -0.56; H 0.39; H 0.30; O -0.55; H 0.30; H 0.32; O -0.52; H 0.24; H 0.25; O -0.69; H 0.48; H 0.31; O -0.70; H 0.32; H 0.30; O -0.64; H 0.24; H 0.48; O -0.60; H 0.31; H 0.28; O -0.68; H 0.31; H 0.38

***

3.
This record from the Open Molecules 2025 dataset describes 2 unconnected molecules or ions with the total composition C3H2F3O2 at a distorted geometry. The level of theory is wB97M-V/def2-TZVPD.

Geometry as ORCA input:
```
! wB97M-V def2-TZVPD RIJCOSX def2/J DEFGRID3
* xyz 1 1
C 0.06 -0.18 -1.30
C 2.49 -2.87 0.81
C 1.63 -3.22 2.00
O 3.33 -2.80 0.01
O 0.54 -0.22 -0.23
F 2.52 -3.65 2.87
F 1.04 -2.14 2.44
F 0.74 -4.16 1.74
H -1.07 -0.50 -1.29
H 0.45 0.36 -2.20
*
```

Values from the calculation:
energy = -15379.1353 eV
HOMO-LUMO gap = 5.7 eV
strongest force on any atom = 0.161 hartree/bohr
ΔE to the lowest compared entry with this formula, charge and spin = 28.79 kcal/mol

Charges computed using Mulliken, reported in e: C -0.10; C 0.46; C 0.88; O 0.03; O -0.37; F -0.13; F -0.12; F -0.13; H 0.22; H 0.27

***

4.
This record from the Open Molecules 2025 dataset describes 11 unconnected molecules or ions with the total composition C34H79BF7N4O14S11 at a distorted geometry. The level of theory is wB97M-V/def2-TZVPD.

Geometry as ORCA input:
```
! wB97M-V def2-TZVPD RIJCOSX def2/J DEFGRID3
* xyz 1 1
C 4.18 -5.04 5.22
C 4.83 -3.84 4.52
C 4.29 -3.60 3.12
C 5.19 -2.74 2.22
N 2.94 -2.97 3.20
C 1.91 -3.51 2.60
C 0.65 -2.91 2.73
S -0.71 -3.69 1.87
O -0.31 -3.74 0.50
O -1.99 -3.21 2.24
C -0.64 -5.48 2.47
F 0.42 -5.70 3.27
F -0.51 -6.21 1.36
C -1.92 -5.94 3.22
F -1.80 -7.27 3.39
F -2.99 -5.70 2.46
C -2.08 -5.28 4.63
F -1.73 -6.13 5.58
F -1.29 -4.21 4.73
F -3.32 -4.89 4.81
C 0.54 -1.72 3.47
N -0.70 -1.06 3.62
C -1.33 -1.18 4.94
C -0.87 0.19 2.99
C 0.00 0.57 1.82
O -1.73 0.92 3.39
C 1.75 -1.19 4.01
B 1.90 0.25 4.71
N 2.97 1.05 4.18
O 1.09 0.63 5.74
N 2.89 -1.83 3.88
H 4.88 -5.51 5.90
H 3.87 -5.79 4.50
H 3.30 -4.74 5.78
H 5.90 -4.02 4.41
H 4.72 -2.95 5.12
H 4.15 -4.56 2.64
H 4.98 -2.94 1.17
H 6.22 -2.96 2.44
H 5.00 -1.68 2.39
H 2.06 -4.41 2.04
H -2.33 -1.58 4.84
H -1.38 -0.22 5.44
H -0.76 -1.86 5.57
H 0.17 -0.29 1.18
H -0.58 1.29 1.25
H 0.94 1.01 2.13
H 2.91 1.97 4.61
H 3.83 0.65 4.58
H 0.78 1.53 5.58
C 2.97 4.30 -0.85
S 2.40 4.07 0.83
O 1.78 2.71 0.88
C 1.04 5.24 0.73
H 3.80 3.61 -1.02
H 2.16 4.09 -1.54
H 3.32 5.33 -0.97
H 0.37 4.95 -0.07
H 1.44 6.24 0.56
H 0.51 5.20 1.68
C 2.60 -2.08 -2.42
S 2.48 -0.76 -1.23
O 2.35 -1.40 0.13
C 0.83 -0.22 -1.69
H 3.56 -2.58 -2.28
H 1.78 -2.79 -2.26
H 2.56 -1.64 -3.42
H 0.14 -1.05 -1.59
H 0.87 0.15 -2.71
H 0.56 0.60 -1.02
C 2.14 5.17 6.60
S 3.64 4.25 6.92
O 3.28 2.80 6.83
C 3.76 4.66 8.66
H 1.86 5.00 5.56
H 1.34 4.82 7.26
H 2.33 6.23 6.75
H 2.85 4.34 9.18
H 3.90 5.74 8.76
H 4.62 4.14 9.07
C 5.07 0.14 -6.95
S 3.89 -1.14 -6.52
O 3.39 -0.81 -5.15
C 5.11 -2.45 -6.31
H 4.52 1.07 -7.07
H 5.80 0.24 -6.14
H 5.55 -0.12 -7.89
H 5.83 -2.15 -5.55
H 5.60 -2.63 -7.27
H 4.57 -3.34 -6.00
C -1.80 -6.65 -1.56
S -1.19 -8.22 -2.19
O -0.27 -7.89 -3.31
C -2.74 -8.75 -2.92
H -0.96 -6.13 -1.11
H -2.20 -6.05 -2.38
H -2.57 -6.83 -0.81
H -3.07 -8.01 -3.65
H -3.49 -8.88 -2.13
H -2.56 -9.70 -3.41
C -2.18 5.87 -2.77
S -0.94 4.62 -2.42
O 0.38 5.28 -2.60
C -1.25 3.67 -3.91
H -2.14 6.62 -1.98
H -1.98 6.33 -3.73
H -3.17 5.40 -2.77
H -1.12 4.31 -4.79
H -2.27 3.28 -3.88
H -0.54 2.85 -3.93
C -5.92 -3.08 3.39
S -6.65 -2.99 1.75
O -8.05 -2.54 1.93
C -6.69 -4.76 1.47
H -5.84 -2.07 3.78
H -6.56 -3.68 4.04
H -4.93 -3.53 3.32
H -7.28 -5.24 2.26
H -5.68 -5.15 1.46
H -7.16 -4.93 0.50
C -4.78 7.94 -4.62
S -4.90 6.20 -5.04
O -3.66 5.85 -5.79
C -6.21 6.38 -6.26
H -3.98 8.06 -3.90
H -4.56 8.52 -5.52
H -5.72 8.27 -4.18
H -5.88 7.06 -7.04
H -7.11 6.75 -5.77
H -6.40 5.39 -6.68
C 1.80 1.99 -10.99
S 2.54 1.78 -9.37
O 2.86 0.33 -9.22
C 1.05 2.08 -8.42
H 2.57 1.79 -11.73
H 0.98 1.27 -11.10
H 1.44 3.01 -11.09
H 0.29 1.36 -8.71
H 0.71 3.10 -8.60
H 1.30 1.95 -7.37
C -3.41 5.06 2.03
S -3.07 3.37 1.53
O -2.02 3.43 0.47
C -4.64 3.11 0.70
H -2.52 5.45 2.53
H -3.64 5.67 1.16
H -4.25 5.07 2.73
H -4.77 3.87 -0.08
H -5.45 3.17 1.43
H -4.62 2.12 0.25
*
```

Values from the calculation:
energy = -210038.7003 eV
HOMO-LUMO gap = 6.2 eV
strongest force on any atom = 0.030 hartree/bohr

Atom charges from the Mulliken analysis, given in e for atoms 1 to 99: C -1.12; C -0.56; C 0.03; C -1.26; N 1.48; C -0.48; C -0.09; S 1.36; O -0.52; O -0.55; C 0.42; F -0.24; F -0.25; C 0.81; F -0.30; F -0.23; C 0.53; F -0.25; F -0.20; F -0.23; C -0.94; N 1.15; C -0.93; C 0.36; C 0.13; O -0.71; C 0.07; B 0.51; N -0.32; O -0.54; N -1.07; H 0.40; H 0.26; H 0.29; H 0.44; H 0.28; H 0.05; H 0.30; H 0.43; H 0.23; H 0.61; H 0.14; H 0.37; H 0.37; H -0.01; H 0.02; H 0.13; H 0.08; H 0.24; H 0.27; C -0.89; S 0.30; O -0.47; C -0.36; H 0.37; H 0.11; H 0.40; H -0.28; H 0.50; H 0.19; C -0.78; S 0.41; O -0.39; C -0.62; H 0.37; H 0.23; H 0.27; H 0.27; H 0.45; H -0.05; C -0.88; S 0.48; O -0.55; C -1.01; H 0.21; H 0.31; H 0.41; H 0.32; H 0.40; H 0.33; C -0.99; S 0.57; O -0.65; C -1.01; H 0.22; H 0.41; H 0.38; H 0.30; H 0.38; H 0.33; C -0.72; S 0.50; O -0.62; C -0.92; H 0.04; H 0.45; H 0.30; H 0.29; H 0.33